Entry 1:
ORCA calculation (ωB97M-V with the def2-TZVPD basis set) on a molecular structure, C15H11BaClGeO5S4.

Last column: Mulliken charge in e.
Cartesian coordinates (Å):
Ba 1.4032 1.6826 -3.8256  1.587
O 7.5263 0.4723 -1.1646  -0.586
C 6.3582 0.5297 -1.4480  0.572
S 5.5366 -0.5607 -2.5676  -0.215
C 3.9008 0.0976 -2.4256  0.225
C 3.7594 1.1548 -1.5900  -0.130
S 2.3615 2.1221 -1.1054  -0.712
S 5.2228 1.7066 -0.7668  -0.208
S 2.7654 -0.8235 -3.4151  -0.601
O -2.8161 0.3400 -2.6116  -0.569
Cl -1.4375 0.6130 -2.6198  1.683
O -1.1090 2.0092 -2.5879  -0.690
O -0.7418 0.0418 -3.7282  -0.735
O -0.7824 -0.0093 -1.4220  -0.244
Ge -0.7406 0.6209 0.4291  0.959
C 0.3784 -0.7791 1.0948  0.357
C 0.0086 -2.1192 1.0130  0.006
C 0.8714 -3.1049 1.4655  -0.737
C 2.1041 -2.7551 2.0036  -0.424
C 2.4757 -1.4195 2.0883  -0.678
C 1.6159 -0.4315 1.6331  -0.261
C -2.6234 0.6916 0.8374  0.374
C -3.4116 -0.4436 1.0203  -0.019
C -4.7657 -0.3198 1.2916  -0.773
C -5.3438 0.9415 1.3870  -0.377
C -4.5653 2.0785 1.2110  -0.665
C -3.2108 1.9518 0.9365  -0.333
H -0.1762 2.0316 0.3623  -0.201
H -0.9372 -2.4097 0.5723  0.262
H 0.5865 -4.1457 1.3857  0.384
H 2.7814 -3.5269 2.3463  0.389
H 3.4438 -1.1456 2.4874  0.406
H 1.9322 0.6029 1.6577  0.339
H -2.9755 -1.4325 0.9504  0.136
H -5.3709 -1.2065 1.4288  0.394
H -6.4009 1.0374 1.5983  0.385
H -5.0110 3.0620 1.2840  0.379
H -2.6128 2.8451 0.7937  0.322

Output
energy relative to the best compared isomer or geometry (same formula, charge and spin) = 19.31 kcal per mole
HOMO level = -6.696 eV
LUMO energy = -0.8 eV



Entry 2:
ORCA calculation (ωB97M-V with the def2-TZVPD basis set) on a molecular structure, C6H7NORhSe2Te2.

Last column: Mulliken charge in e.
Cartesian coordinates (Å):
Rh -0.0765 -1.5063 -0.1372  -0.073
Se -2.2398 0.6104 -1.6875  0.109
Te -2.5580 -0.7131 -3.7466  0.101
Te -3.0238 -3.1484 -2.6305  0.336
Se -1.4833 -3.4636 -0.7939  0.045
O 1.9726 -0.7690 -0.9658  -0.488
C 1.7522 0.5998 -0.5864  -0.121
C 0.2485 0.8566 -0.6238  0.796
C -0.3543 1.7644 0.3593  -1.192
C -0.4361 1.4901 1.6658  -0.050
C 0.0373 0.2871 2.3423  -0.396
C 0.2396 -0.9297 1.8105  -0.665
N -0.3930 0.2938 -1.6049  -0.495
H 2.8491 -1.0503 -0.6761  0.328
H 2.2376 1.2741 -1.2968  0.375
H 2.1174 0.7943 0.4211  0.411
H -0.8110 2.6654 -0.0394  0.598
H -0.9117 2.2266 2.3041  0.446
H 0.2139 0.4214 3.4081  0.341
H 0.6193 -1.7035 2.4777  0.594

Output
energy relative to the best compared isomer or geometry (same formula, charge and spin) = 89.08 kcal per mole
HOMO level (alpha / beta) = -11.499 / -12.149 eV
net charge = +1
LUMO energy (alpha / beta) = -4.2 / -6.1 eV
expectation value of S² = 6.02
spin multiplicity = 5



Entry 3:
ORCA calculation (ωB97M-V with the def2-TZVPD basis set) on a molecular structure, C28H12BrCl3F5N2O3Re.

Last column: Mulliken charge in e.
Cartesian coordinates (Å):
Re -0.0502 0.2887 0.2723  1.575
Br -5.6563 -3.4245 3.0549  -0.156
C -4.0547 -2.4958 2.7065  -0.319
C -2.8505 -2.9671 3.2455  -0.383
C -1.6675 -2.3045 3.0141  -0.815
C -1.6387 -1.1678 2.2010  0.762
O -0.4822 -0.5413 2.0109  -0.719
C -2.8610 -0.6823 1.6688  0.051
C -2.9161 0.5913 1.0331  0.336
N -1.8794 1.2036 0.5444  0.088
C -1.8208 2.6219 0.4152  0.399
C -2.8677 3.4652 0.1727  -0.613
C -2.6593 4.8600 0.1678  -0.872
C -1.4244 5.3880 0.4184  -0.914
C -0.3231 4.5346 0.6614  0.729
C 0.9878 4.9963 0.9224  -0.552
C 1.9965 4.0990 1.1293  -0.919
C 1.7212 2.7265 1.0541  -0.108
N 0.5077 2.2599 0.8251  0.082
C -0.5278 3.1475 0.6399  0.645
C -4.0661 -1.3548 1.9521  -0.671
H -2.8585 -3.8586 3.8580  0.448
H -0.7387 -2.6516 3.4458  0.540
H -3.8580 1.1336 1.0735  0.362
H -3.8583 3.0765 -0.0244  0.469
H -3.4976 5.5122 -0.0325  0.427
H -1.2710 6.4590 0.4256  0.433
H 1.1777 6.0618 0.9518  0.472
H 3.0081 4.4191 1.3299  0.437
H 2.5054 1.9912 1.1733  0.527
H -4.9982 -0.9667 1.5618  0.507
Cl 3.0949 -1.7335 -6.2026  -0.191
C 2.3001 -1.0442 -4.8368  0.007
C 2.0923 -1.8055 -3.7063  -0.766
C 1.4559 -1.2121 -2.6384  1.419
Cl 1.1714 -2.3531 -1.2159  0.491
C 1.0160 0.1152 -2.5814  -0.505
O 0.4719 0.7635 -1.5781  -0.435
C 1.2411 0.8262 -3.7821  0.195
Cl 0.7161 2.4675 -3.8472  -0.183
C 1.8643 0.2727 -4.8782  -0.670
H 2.3859 -2.8466 -3.6570  0.593
H 2.0124 0.8694 -5.7670  0.468
F 3.4300 -5.9598 0.3649  -0.257
C 2.7934 -4.8125 0.1347  0.266
C 3.0198 -3.8317 1.0168  0.242
F 3.8554 -4.1379 2.0117  -0.251
C 2.5150 -2.4668 1.1936  -0.275
F 2.7268 -2.0299 2.4469  -0.275
C 2.1799 -1.4771 0.3565  0.940
O 1.9907 -0.2529 0.5024  -0.781
C 1.5063 -3.8369 -1.8447  -1.260
F -1.1070 -1.1352 -0.5129  -0.701
C 2.0719 -4.7979 -1.1359  0.925
F 2.1166 -6.0014 -1.7153  -0.239

Output
energy relative to the best compared isomer or geometry (same formula, charge and spin) = 172.85 kcal per mole
HOMO level (alpha / beta) = -10.920 / -11.308 eV
net charge = +1
LUMO energy (alpha / beta) = -4.2 / -4.5 eV
expectation value of S² = 3.77
spin multiplicity = 4



Entry 4:
ORCA calculation (ωB97M-V with the def2-TZVPD basis set) on a molecular structure, C41H54CaN2O2PS2Si.

Last column: Mulliken charge in e.
Cartesian coordinates (Å):
Ca 0.4633 0.7282 -0.8567  1.111
C 3.0073 0.7379 -0.5857  -1.605
Si 3.1650 1.0855 1.1704  0.939
C 1.8060 0.1338 2.1353  -0.976
N 0.4226 0.2872 1.6135  1.392
C -0.2148 1.5776 1.9878  1.186
C -1.2590 1.4600 3.1027  -0.672
C -0.7998 0.4729 4.1678  -0.866
C -0.6195 -0.9230 3.5448  -0.892
C -0.4411 -0.8300 2.0264  -0.413
C 4.7264 0.5587 2.1273  0.596
C 5.0286 -0.8052 2.2044  -0.437
C 6.1643 -1.2678 2.8536  -0.658
C 7.0420 -0.3657 3.4418  -0.441
C 6.7737 0.9928 3.3664  -0.645
C 5.6301 1.4447 2.7172  -0.284
C 2.8840 2.9262 1.5465  -0.079
C 2.8923 3.4206 2.8564  0.434
C 2.5793 4.7419 3.1379  -0.903
C 2.2407 5.6078 2.1025  -0.483
C 2.2240 5.1416 0.7965  -0.646
C 2.5468 3.8161 0.5263  -0.245
H 3.2572 -0.3018 -0.8216  0.189
H 3.5972 1.3914 -1.2343  0.292
H 1.8615 0.3623 3.2104  0.079
H 2.0592 -0.9277 2.0376  0.435
H -0.6921 2.0361 1.1087  -1.137
H 0.5699 2.2664 2.2946  -0.390
H -2.2191 1.1297 2.6950  0.115
H -1.4278 2.4522 3.5266  0.585
H -1.5145 0.4395 4.9924  0.573
H 0.1458 0.8226 4.5903  0.211
H -1.4885 -1.5533 3.7515  0.504
H 0.2416 -1.4262 3.9887  0.308
H -1.4111 -0.6917 1.5389  -0.243
H -0.0200 -1.7495 1.6187  0.267
H 4.3699 -1.5263 1.7293  0.349
H 6.3692 -2.3310 2.8940  0.400
H 7.9315 -0.7204 3.9480  0.345
H 7.4576 1.7055 3.8125  0.387
H 5.4452 2.5116 2.6657  0.315
H 3.1404 2.7538 3.6772  0.447
H 2.5911 5.0969 4.1618  0.393
H 1.9837 6.6380 2.3174  0.378
H 1.9369 5.7993 -0.0146  0.426
H 2.4989 3.4594 -0.4962  0.206
C -2.4926 -2.6943 -0.2773  -1.354
C -2.9427 -2.0807 -1.6016  0.938
C -4.4218 -2.3889 -1.8262  -1.982
P -2.3982 -0.3031 -1.7420  1.237
C -3.9216 0.6716 -1.3205  0.141
C -3.8784 2.1055 -1.8459  -1.707
C -4.0967 0.6738 0.1982  -1.586
C -2.2164 -0.0129 -3.5643  1.137
C -3.3875 -0.4616 -4.4337  -1.810
C -0.9122 -0.6164 -4.0824  -1.361
H -2.6785 -3.7716 -0.2923  0.617
H -3.0490 -2.2677 0.5633  0.378
H -1.4333 -2.5255 -0.0969  -0.195
H -2.3728 -2.5724 -2.3941  -0.097
H -5.0361 -2.0184 -1.0012  0.314
H -4.5446 -3.4734 -1.8759  0.429
H -4.8115 -1.9679 -2.7497  0.365
H -4.7784 0.1605 -1.7670  0.742
H -2.9919 2.6391 -1.4956  0.245
H -4.7625 2.6464 -1.4963  0.488
H -3.8751 2.1516 -2.9347  0.291
H -3.2504 1.1785 0.6733  -0.032
H -4.1620 -0.3339 0.6122  0.276
H -5.0056 1.2131 0.4782  0.565
H -2.1237 1.0756 -3.6269  -0.003
H -3.4584 -1.5504 -4.4580  0.270
H -3.2458 -0.1206 -5.4628  0.486
H -4.3412 -0.0645 -4.0824  0.354
H -0.8944 -1.7050 -3.9914  0.229
H -0.0347 -0.2519 -3.5412  0.224
H -0.7709 -0.3530 -5.1336  0.478
C -1.3446 5.3555 -2.8691  -0.560
C -1.2786 5.2399 -1.4863  -0.709
C -0.7962 4.0698 -0.9070  -0.404
C -0.3618 2.9512 -1.6434  0.129
C -0.4268 3.1365 -3.0375  -0.555
C -0.9053 4.2942 -3.6484  -0.506
H -1.7238 6.2597 -3.3312  0.357
H -1.6044 6.0636 -0.8584  0.403
H -0.7619 4.0451 0.1818  0.190
H -0.0940 2.3406 -3.7063  0.291
H -0.9339 4.3672 -4.7310  0.390
O -2.1563 -5.2435 -2.7856  -0.634
S -0.7151 -5.2132 -2.8489  1.127
O -0.0960 -5.8176 -3.9969  -0.711
N -0.1712 -3.6845 -2.6132  -0.345
C 0.5081 -3.5734 -1.4964  -0.315
S 1.2374 -2.1688 -0.9082  0.046
C 0.6262 -4.8567 -0.7177  0.628
C 1.2689 -5.0905 0.4863  -0.355
C 1.2241 -6.3737 1.0150  -0.728
C 0.5519 -7.4006 0.3556  -0.404
C -0.0919 -7.1668 -0.8525  -0.746
C -0.0349 -5.8843 -1.3602  -0.156
H 1.7870 -4.2808 0.9832  0.445
H 1.7200 -6.5824 1.9545  0.402
H 0.5324 -8.3919 0.7904  0.371
H -0.6166 -7.9549 -1.3756  0.426

Output
energy relative to the best compared isomer or geometry (same formula, charge and spin) = 0.00 kcal per mole
HOMO level = -4.722 eV
net charge = -1
LUMO energy = 2.4 eV



Entry 5:
ORCA calculation (ωB97M-V with the def2-TZVPD basis set) on 2 unconnected molecules or ions with the total composition C3H5N3O.

Last column: Mulliken charge in e.
Cartesian coordinates (Å):
N 0.8599 -1.6800 -1.1290  -0.482
C 1.2908 -1.5699 0.1381  0.434
N 1.6052 -1.4751 1.2546  -0.480
C -0.8004 0.6335 1.3506  -0.480
O 0.3406 1.1591 1.6873  -0.303
C -1.2669 1.1979 0.0675  0.261
N -0.9884 0.6485 -1.0523  -0.588
H 1.5997 -1.7877 -1.8120  0.265
H 0.1806 -0.9393 -1.3493  0.372
H 0.6637 0.6971 2.4813  0.439
H -1.9855 2.0230 0.1768  0.375
H -1.4995 1.0930 -1.8136  0.187

Output
energy relative to the best compared isomer or geometry (same formula, charge and spin) = 98.97 kcal per mole
HOMO level = -9.038 eV
LUMO energy = 0.3 eV



Entry 6:
ORCA calculation (ωB97M-V with the def2-TZVPD basis set) on a molecular structure, C35H42F8N5PTi.

Last column: Mulliken charge in e.
Cartesian coordinates (Å):
Ti 10.2263 9.4431 12.3710  -0.859
C 9.8045 5.0878 13.1930  -1.154
C 8.6696 4.9673 14.0144  -0.490
C 8.0676 6.1929 14.3934  -0.920
C 8.4443 7.4014 13.8608  0.743
N 9.5994 7.4898 13.0725  0.939
C 10.2268 6.3317 12.7964  -0.287
C 7.7481 8.6695 13.8743  0.406
C 6.4447 8.8494 14.4010  -1.206
C 5.6633 9.9476 14.0690  -1.049
C 6.2241 10.9577 13.2767  -0.904
C 7.5031 10.7458 12.7090  0.771
N 8.2735 9.6418 13.1226  2.139
C 8.2759 11.7416 11.9924  0.477
C 7.7945 13.0123 11.6723  -0.906
C 8.4762 13.8419 10.8350  -0.554
C 9.6588 13.3597 10.2351  -0.962
C 10.1867 12.1371 10.6323  -0.294
N 9.4649 11.2997 11.4434  0.810
H 10.2289 4.1543 12.7406  0.358
H 8.2738 3.9690 14.2973  0.410
H 7.0498 6.1536 14.7940  0.263
H 11.1914 6.4550 12.2916  0.424
H 6.0639 8.0541 15.0405  0.378
H 4.6510 10.0696 14.4144  0.450
H 5.6349 11.8263 12.9255  0.288
H 6.8070 13.2744 12.1110  0.224
H 8.0025 14.7765 10.6267  0.489
H 10.1391 13.9742 9.4281  0.341
H 11.1406 11.7534 10.3578  0.431
C 13.8300 9.1057 16.9190  -1.781
C 13.4474 8.9421 15.4110  2.150
C 14.6382 8.6835 14.5305  -1.426
C 12.5422 7.6618 15.2676  -1.296
P 12.4315 10.4028 14.7958  -1.085
N 11.4965 9.9567 13.5506  1.040
C 13.4862 11.8872 14.2376  2.044
C 14.0601 11.6378 12.7956  -1.269
C 14.7354 12.1205 15.1172  -1.634
C 12.5621 13.0860 14.0569  -1.965
C 11.3182 10.9676 16.1745  2.020
C 10.1762 11.8419 15.5996  -1.662
C 12.0765 11.7587 17.2963  -1.780
C 10.5023 9.7994 16.8107  -1.644
H 14.3733 8.1579 17.0761  0.652
H 12.9602 9.1193 17.6084  0.290
H 14.4987 9.9744 17.0406  0.184
H 15.3000 7.8595 14.8266  0.431
H 15.3390 9.5458 14.4097  0.222
H 14.3304 8.4818 13.5080  0.026
H 12.7256 7.2044 14.2640  0.194
H 11.4796 7.8384 15.4759  0.097
H 12.9031 6.9229 16.0564  0.466
H 14.5723 12.5311 12.3114  0.467
H 14.8533 10.8631 12.8192  0.309
H 13.2989 11.2671 12.1039  -0.055
H 15.4641 11.4100 14.7537  0.400
H 14.5081 11.9860 16.1984  0.269
H 15.1192 13.1574 14.9553  0.403
H 11.7110 12.8977 13.3956  0.175
H 13.1343 13.8349 13.4846  0.653
H 12.2105 13.6351 14.9572  0.249
H 10.5125 12.7568 15.0755  0.250
H 9.5339 12.1338 16.4441  0.637
H 9.5020 11.2729 14.9330  0.026
H 12.8056 12.4520 16.8668  0.304
H 12.6083 11.1246 18.0169  0.261
H 11.3355 12.3940 17.8682  0.464
H 9.8324 9.3373 16.0440  0.075
H 9.8425 10.2728 17.5479  0.605
H 11.0705 9.0165 17.3270  0.285
F 12.1202 6.4761 6.3565  -0.259
C 12.4499 7.7671 6.7316  0.704
F 11.7791 8.6213 5.8553  -0.256
F 13.7449 7.8838 6.5320  -0.271
C 12.0131 8.0280 8.1285  0.366
C 10.6301 7.9566 8.3937  -0.910
C 10.2019 8.3327 9.6507  -0.020
N 11.0758 8.7442 10.5917  0.372
C 12.4096 8.7169 10.3510  -0.351
C 12.8955 8.3652 9.1087  -0.818
H 9.9309 7.5604 7.6710  0.516
H 9.1371 8.4127 9.9999  0.317
H 13.0757 8.8154 11.2136  0.109
H 13.9376 8.3036 8.7685  0.536
F 4.9067 8.4340 8.6068  -0.248
C 5.9846 7.9072 9.2343  -0.338
F 5.5646 7.4580 10.4799  -0.265
C 6.6998 6.8046 8.4169  0.849
F 7.6920 6.2228 9.1589  -0.267
F 7.2291 7.4382 7.3163  -0.264
F 5.9020 5.8224 8.0291  -0.314

Output
HOMO level (alpha / beta) = -4.194 / -4.188 eV
LUMO energy (alpha / beta) = -0.7 / -0.6 eV
expectation value of S² = 2.04
spin multiplicity = 3